# 1
14
Properties=species:S:1:pos:R:3:mulliken_charge:R:1 method="wB97M-V/def2-TZVPD" spin_multiplicity=1 smiles="C[C@@]1(C(N)=O)CO1" e_homo_ev=-9.8 gap_ev=10.726 total_charge=0 relative_energy_ev=1.134
C -1.6546 0.1733 -0.3237 -1.3571
C 0.7692 0.9223 -0.1711 0.1406
H -2.3552 -0.6021 -0.0017 0.3926
H -1.9549 1.1385 0.0913 0.3116
C -0.2552 -0.1576 0.1226 1.2938
O 0.6104 2.0636 0.2261 -0.6138
N 1.8245 0.5026 -0.9066 -0.3331
C 0.0092 -1.0553 1.2470 -0.6036
H 0.9275 -0.9495 1.8231 0.2676
O 0.1819 -1.4953 -0.0987 -0.5278
H -0.8341 -1.4943 1.7805 0.2666
H -1.6886 0.2397 -1.4165 0.2992
H 2.5373 1.1693 -1.1596 0.2406
H 1.8828 -0.4552 -1.2129 0.2225


# 2
9
Properties=species:S:1:pos:R:3:lowdin_spin:R:1 method="wB97M-V/def2-TZVPD" spin_multiplicity=3 e_homo_ev="-14.5 / -14.5" gap_ev="7.993 / 6.554" total_charge=+1 relative_energy_ev=0.000
H 0.4033 -2.5412 -0.1138 0.0063
Ni 1.6706 0.9625 -0.1120 1.7163
C 0.4441 -1.4630 0.1009 0.0104
F -2.2935 0.8937 -0.1497 0.0076
C -1.0499 0.4370 -0.2650 0.0089
C -0.7816 -0.8122 0.2950 0.0089
O 1.5649 -0.8912 -0.0604 0.1280
O -0.1516 1.3150 0.0535 0.1135
H -1.7086 -1.3870 -0.0077 0.0000


# 3
17
Properties=species:S:1:pos:R:3:lowdin_spin:R:1 method="wB97M-V/def2-TZVPD" spin_multiplicity=2 e_homo_ev="-14.0 / -14.0" gap_ev="10.612 / 5.932" total_charge=+1 relative_energy_ev=0.930
C 0.2754 0.3612 1.6621 0.1803
H 3.0116 -0.4015 -0.2106 0.0006
C 2.3563 -0.7435 0.5911 0.0297
H 0.8278 -0.0015 2.5371 0.0284
C 0.8789 -0.4247 0.2946 0.1335
O -3.9188 -0.0443 -3.7316 0.0000
H 1.2614 1.3860 -0.5874 0.0149
N 0.7441 0.5154 -0.7278 0.4833
H -4.4025 0.6245 -3.2375 0.0000
H -1.6276 0.7754 1.8238 0.0025
H -0.2000 0.6830 -1.0962 0.0145
H -3.8896 -0.8219 -3.1560 0.0000
H 2.4568 -1.8201 0.6823 0.0056
O -1.0351 0.0131 1.7954 0.1023
H 0.1275 -1.1947 0.2095 0.0050
H 2.6603 -0.3467 1.5535 0.0008
H 0.4735 1.4403 1.5977 -0.0014


# 4
40
Properties=species:S:1:pos:R:3:mulliken_charge:R:1 method="wB97M-V/def2-TZVPD" spin_multiplicity=1 smiles=c1csc(-c2nc3ccccn3c2NC2CCCCC2)c1 e_homo_ev=-7.3 gap_ev=7.797 total_charge=0 relative_energy_ev=0.157
H 3.3671 -1.4309 0.5686 0.2898
N -2.0987 1.2465 -0.8279 -0.7319
H -2.5625 -2.2128 -4.5292 0.3992
H -0.1508 -3.1992 -4.2021 0.4498
H 0.6988 -2.2113 0.3199 0.0129
H 1.5777 -0.2656 -0.7817 0.5436
C -1.0573 -0.5617 -2.0541 0.4629
H 3.6183 0.2128 1.1458 0.3496
C 1.5810 -0.4749 1.2552 0.5081
S 0.2745 -1.6307 -2.3977 -0.1639
H -2.4972 4.5945 2.2574 0.4171
C -1.9453 3.8064 1.7698 -0.1182
H -3.5223 3.2523 0.4222 0.4614
H -3.0244 -0.2658 -2.8355 0.4843
C -2.5181 3.0756 0.7689 -0.9709
N 1.2907 0.2696 0.0310 -0.3251
H 2.7752 -2.8831 3.9846 0.3915
C 0.0009 0.7597 -0.1346 -0.1279
C -1.8523 -1.8695 -3.7980 -0.5621
C -1.7760 2.0558 0.1544 0.5141
N -0.4723 1.8032 0.6070 0.1513
H 3.6451 -0.4280 3.4137 0.3037
H -0.1558 4.1534 2.9341 0.3803
C 3.0847 -0.7176 1.3449 -1.0146
C -1.0212 0.4379 -1.0281 -0.0180
H 4.3831 -1.8296 2.6494 0.3682
H 1.6425 -1.5407 3.8836 0.3105
C 3.4570 -1.2582 2.7303 -0.6487
C -2.1083 -0.8231 -2.8906 -0.5810
C -0.6126 3.5510 2.1658 -0.8635
H 2.2960 -3.3933 1.5646 0.3093
C 0.1049 2.5595 1.5752 0.0348
H 0.8814 -3.5663 2.5965 0.4437
H -0.1683 -1.6469 1.7440 0.3069
H 1.2760 0.1542 2.0974 0.1854
C 1.5853 -2.8424 2.1830 -0.8614
H 1.1357 2.3482 1.8115 0.5036
C 2.3450 -2.1449 3.3060 -0.6423
C -0.6121 -2.4012 -3.6554 -0.3918
C 0.8283 -1.8180 1.3306 -0.5608


# 5
12
Properties=species:S:1:pos:R:3:mulliken_charge:R:1 method="wB97M-V/def2-TZVPD" spin_multiplicity=1 e_homo_ev=-9.7 gap_ev=10.648 total_charge=0 relative_energy_ev=0.316
H -1.3114 -1.3653 0.9988 0.3247
F 1.2342 -0.5837 2.1980 -0.2528
H -1.1826 1.3458 -1.0544 0.2916
C 0.9526 0.2692 1.1550 -0.2637
C 0.0768 0.0483 0.1764 0.5322
H -1.4681 -1.2541 -0.6833 0.3663
H 0.3623 2.0057 -0.5856 0.3707
C -0.7140 -1.1962 0.0912 -1.2096
C -0.0887 1.1061 -0.9259 -0.6106
Cl 0.4711 0.6313 -2.5390 -0.1843
H 1.7011 1.0505 1.1959 0.3545
H -0.0333 -2.0576 -0.0270 0.2809


# 6
12
Properties=species:S:1:pos:R:3:lowdin_spin:R:1 method="wB97M-V/def2-TZVPD" spin_multiplicity=2 e_homo_ev="-6.1 / -9.6" gap_ev="5.435 / 9.301" total_charge=0 relative_energy_ev=0.000
O 0.5656 0.6873 0.4924 0.0030
C -0.1442 -0.1084 -0.4358 0.0005
O -0.1421 -0.2838 -2.8146 -0.0732
H -1.0025 -2.2523 -4.6002 -0.9240
H 0.0555 -1.1796 -0.2811 0.0004
O -0.5044 -0.3768 2.1675 0.0407
La -0.0742 0.2754 5.1514 1.9015
C 0.2835 0.2771 -1.8292 -0.0020
O 0.9252 1.2550 2.5966 0.0442
H -1.2306 0.0484 -0.3437 0.0004
C 0.3129 0.4981 1.8060 0.0086
H 0.9553 1.1594 -1.9093 -0.0001


# 7
52
Properties=species:S:1:pos:R:3:mulliken_charge:R:1 method="wB97M-V/def2-TZVPD" spin_multiplicity=1 e_homo_ev=-13.0 gap_ev=10.498 total_charge=+1 relative_energy_ev=0.292
O -1.9601 -3.4956 -2.5801 -0.6301
H -0.1874 0.9407 5.0050 0.3103
H -4.1135 2.1642 -2.6188 0.2824
H 3.9678 -0.3416 2.0168 0.4520
H -1.7307 0.3050 -1.7432 -0.1436
O -3.5439 1.2531 0.6476 -0.5336
H -0.4895 4.0535 -0.9355 0.2734
O -3.2627 1.7057 -2.5679 -0.6465
H 1.7315 0.3235 -1.0181 0.1818
H -0.0722 0.8428 -4.0435 0.2409
O 1.7376 -0.3201 -4.2722 -0.6739
H 1.7217 -0.3794 -3.3112 0.3256
O -0.5257 2.0049 2.0695 -0.6747
O 1.7259 1.2718 0.9047 -0.4260
O -3.2500 -1.6279 1.3961 -0.7176
H -3.1098 1.8341 0.0219 0.2856
H -0.2499 2.1503 2.9912 0.3164
H -3.1225 -0.9984 0.6574 0.3087
H -0.3639 2.8151 0.0432 0.3212
N 0.4932 -1.4236 -0.1478 -0.0415
H 5.0574 0.7936 1.9145 0.2158
N 0.8068 0.4355 -1.4103 -0.0084
O 4.3510 0.3507 1.4412 -0.6190
H 2.1877 -0.4512 3.1460 0.2843
H -2.7344 -3.3832 -2.0117 0.3118
H -1.8013 -1.3422 -1.4568 0.2158
O 3.6217 -1.0311 -0.5443 -0.6803
H -2.0723 -2.8412 1.6799 0.4071
H -2.9882 -1.1187 2.1681 0.3291
H 0.8328 2.0979 4.7578 0.3321
O 3.0047 -0.9466 3.3533 -0.6793
H -2.3604 -3.7886 -3.4069 0.3161
H 2.5057 -0.8286 -4.5414 0.2958
H -0.9814 -4.0054 1.6585 0.3023
H 1.4995 -1.4828 -0.1212 0.0656
H 4.3141 -0.3500 -0.4610 0.3435
H -1.4125 -0.0800 -4.0748 0.2757
H 2.7711 -1.1751 4.2652 0.3182
H 0.0459 -2.0994 0.4640 0.1793
H -2.4493 2.1652 -2.8406 0.3090
H -4.4980 1.3176 0.5417 0.2742
H 3.8958 -1.5365 0.2370 0.2904
C -0.0612 -0.4930 -0.8988 0.3250
H -0.1893 1.1314 1.8082 0.2397
N -1.3487 -0.4719 -1.2202 0.2951
O -0.4462 3.0901 -0.8804 -0.6329
H 0.5942 1.4333 -1.4148 0.1350
H 2.6213 0.9708 1.1759 0.3034
H 1.3430 1.7349 1.6572 0.2924
O -0.9256 0.6446 -3.6481 -0.5017
O -1.1034 -3.0567 1.7156 -0.7021
O 0.5236 1.2382 4.4323 -0.6438


# 8
51
Properties=species:S:1:pos:R:3:mulliken_charge:R:1 method="wB97M-V/def2-TZVPD" spin_multiplicity=1 smiles=Cc1ccc2c(c1)c1c3n2CCCN(Cc2ccccc2)[C@@H]3CCC1 e_homo_ev=-7.5 gap_ev=8.283 total_charge=0 relative_energy_ev=0.000
C -6.1542 -1.1332 1.4799 -1.6415
H 0.0922 0.2174 -3.1809 0.3355
C 5.5608 0.1863 0.6598 -0.6642
H 6.3256 0.9327 0.5008 0.3803
H 2.8359 -2.4695 1.2207 0.3722
C -1.8511 2.6584 0.8634 -0.5095
H 2.5609 -0.8466 -1.7222 0.4456
C 0.6395 -0.5863 -2.6845 -0.8851
C 1.7920 -0.0650 0.4711 -0.5414
C 4.9319 -2.0466 1.2539 -0.7184
H -1.6449 2.5914 1.9376 0.3277
C -3.0713 -1.9908 -0.5476 -0.7489
H 1.1715 -0.9738 0.4931 0.1777
C -4.0801 0.1764 0.9542 -0.4019
H -1.0308 -1.9017 -2.4011 0.6161
H -6.9267 -1.2960 0.7285 0.3416
C 1.8804 -0.0272 -1.9645 -0.8104
C -0.8212 0.8055 -0.5028 -0.2157
H 0.2251 -2.0682 -1.1665 0.3108
H -0.6544 4.4531 0.7275 0.4579
C -0.3281 -1.3393 -1.7758 -0.8407
C -4.8105 -0.9861 0.8273 1.0039
C -4.2963 -2.0553 0.0786 -0.8448
H 2.4014 0.6365 -2.6670 0.1727
H 1.3440 3.4154 -0.2266 0.3543
N 1.6389 0.7181 -0.7435 0.5197
C 0.4461 1.5485 -0.8059 -0.1901
C -2.3395 -0.8160 -0.4247 -0.3332
H 3.9431 1.5046 0.1633 0.3946
H -4.4612 1.0063 1.5319 0.3510
C 3.2367 -0.4389 0.6734 0.2064
H -6.4087 -0.2428 2.0495 0.3407
H -6.1601 -1.9898 2.1534 0.3511
H 6.9546 -1.3496 1.1978 0.3771
C -1.8460 1.2925 0.2607 1.2072
C 4.2305 0.5119 0.4740 -0.2981
H 0.9869 -1.2716 -3.4604 0.4738
C 0.5461 2.7631 0.1313 -0.9029
H 0.4056 1.9441 -1.8304 0.3332
H -2.6991 -2.8348 -1.1102 0.3758
C -2.8366 0.2740 0.3306 -0.1504
C 3.5999 -1.7203 1.0625 -0.2509
N -1.1138 -0.4699 -0.9333 -0.0031
C -0.7821 3.5148 0.1840 -1.2003
H 5.2015 -3.0476 1.5582 0.3819
H -1.1023 3.7550 -0.8324 0.3692
H -2.8366 3.1168 0.7491 0.3911
C 5.9152 -1.0946 1.0516 -0.3762
H -4.8846 -2.9583 -0.0031 0.4011
H 0.8054 2.4424 1.1406 0.3127
H 1.4748 0.5547 1.3138 0.4450


# 9
20
Properties=species:S:1:pos:R:3:mulliken_charge:R:1 method="wB97M-V/def2-TZVPD" spin_multiplicity=1 e_homo_ev="-7.5 / -7.5" gap_ev="7.348 / 7.343" total_charge=0 relative_energy_ev=3.956
H -2.1641 -0.5831 1.6382 0.4890
H 2.1021 -0.9076 0.0646 0.3491
H -1.2190 0.8334 1.1726 0.3316
H 2.9741 0.6314 -0.0338 0.4320
H -3.1294 -0.8294 -0.4591 0.2461
H 1.9971 0.2411 1.3918 0.3916
N 0.6042 2.0720 -0.0129 -0.3315
C -0.5397 -2.1840 -0.1908 0.0073
H -0.5102 0.7696 -1.9712 0.3225
H -0.0813 2.5734 -0.5573 0.2551
C -1.1958 -0.2527 1.2611 -1.3404
H 1.2063 2.5490 0.6414 0.2154
C 2.0529 0.1457 0.3043 -1.4820
C -1.1822 -0.8897 -0.3500 1.2041
N -2.2890 -0.8420 -1.0326 -0.9099
C 0.8870 0.7934 -0.3645 0.8530
C 0.1481 0.1441 -1.3804 -1.1539
H 0.7024 -0.5518 -1.9990 0.3581
N 0.0436 -3.1686 -0.0764 -0.5257
H -0.4073 -0.5444 1.9539 0.2884


# 10
15
Properties=species:S:1:pos:R:3:mulliken_charge:R:1 method="wB97M-V/def2-TZVPD" spin_multiplicity=1 e_homo_ev=-10.2 gap_ev=10.601 total_charge=0 relative_energy_ev=3.168
H -2.0885 -0.7184 0.4574 0.2818
H 0.0605 0.6725 0.5166 0.2510
H 0.5534 -2.6508 -1.5192 0.2936
O 2.4557 0.1520 -0.7079 -0.6174
H -0.4241 -1.4968 -1.5888 0.3450
H 3.2832 0.2647 -1.1756 0.2912
O 0.5112 -1.6990 -1.6120 -0.6682
O -2.2617 0.1609 0.1211 -0.7552
H 0.5152 -0.3364 -0.5164 0.4077
O -0.2626 0.1194 -0.1946 -0.5843
H -1.4547 0.4084 -0.3303 0.4161
H -1.5012 1.0915 2.9489 0.3358
O -0.6797 1.5458 2.7616 -0.6225
H 1.9289 0.9083 -0.9666 0.2901
H -0.6356 1.5778 1.8059 0.3353


# 11
37
Properties=species:S:1:pos:R:3:lowdin_spin:R:1 method="wB97M-V/def2-TZVPD" spin_multiplicity=3 e_homo_ev="-5.6 / -8.9" gap_ev="6.492 / 6.865" total_charge=0 relative_energy_ev=1.321
H 2.4813 0.2542 -5.0313 0.0112
C 0.2614 -0.0919 -4.7852 0.1620
C -0.2988 1.0627 3.2300 0.0000
H -1.4547 1.2190 1.3950 0.0000
C 1.6858 0.1606 -4.2686 0.0399
H -2.0927 0.6760 -2.6417 0.0362
H -0.2146 0.7954 -5.2348 0.0205
H -0.3428 1.2342 -2.6769 0.0030
H -2.4618 1.0309 3.0632 0.0000
C 2.0671 0.5624 3.0837 0.0000
H 1.9590 2.6453 1.3092 0.0000
C -0.7869 -0.0762 -1.1346 0.0220
C -1.5691 -0.6996 2.1825 0.0004
C -0.6545 -0.5265 -3.5541 0.6143
C -0.7902 -2.7227 1.0254 0.0008
H -1.7939 -2.7132 0.7749 0.0000
H -2.5128 -1.0204 1.8011 0.0000
H 0.2981 -0.9002 -5.5113 -0.0014
C -0.4250 -1.2598 1.1833 0.0010
O -0.8363 -1.7139 -3.4664 0.9241
H 2.1121 -0.2629 3.7684 0.0000
H 0.6797 -1.2559 1.5366 0.0000
H -0.6519 -3.2916 1.9413 0.0001
H 3.1017 0.8017 2.8367 0.0000
C -0.6343 -0.5481 -0.0516 0.0077
C -1.5262 0.7213 2.4495 0.0001
H -0.1569 -3.0650 0.1474 0.0004
C 1.0581 1.1966 2.5746 0.0000
C 1.1338 2.0349 1.3338 0.0000
H 1.8116 1.1336 -3.8198 0.0008
H -1.3833 -1.2552 3.1472 0.0000
C -1.0048 0.4327 -2.4964 0.1539
H 1.9928 -0.5983 -3.6641 0.0026
H 1.2105 1.2084 0.4902 0.0000
H -0.4153 1.9843 3.7079 0.0000
H 0.2479 2.5552 1.3023 0.0000
H -0.0938 0.2919 4.0528 0.0000


# 12
15
Properties=species:S:1:pos:R:3:mulliken_charge:R:1 method="wB97M-V/def2-TZVPD" spin_multiplicity=1 smiles=C[C@@]1(CC#N)CN1 e_homo_ev=-9.8 gap_ev=10.637 total_charge=0 relative_energy_ev=2.523
H 1.7940 -0.8002 0.1776 0.2356
N -0.7886 -1.3939 -0.7887 -0.5704
H -0.9082 0.9480 1.5255 0.3146
N 2.5070 2.1572 -0.6023 -0.4526
C -0.8530 1.0887 0.4263 -1.3622
C 1.2925 -0.1730 -0.5665 -0.4460
H -1.8704 1.3217 0.1043 0.3234
H -1.7357 -1.0255 1.1008 0.3258
C -0.7673 -1.2455 0.6356 -0.7440
H -1.7229 -1.3726 -1.1725 0.2645
C 1.9674 1.1327 -0.5847 0.2857
C -0.2273 -0.1622 -0.2290 0.8388
H -0.0493 -1.7244 1.2817 0.2626
H -0.1746 1.9152 0.2604 0.4073
H 1.4963 -0.6531 -1.5369 0.3170


What did the eleventh record say?
37
Properties=species:S:1:pos:R:3:lowdin_spin:R:1 method="wB97M-V/def2-TZVPD" spin_multiplicity=3 e_homo_ev="-5.6 / -8.9" gap_ev="6.492 / 6.865" total_charge=0 relative_energy_ev=1.321
H 2.4813 0.2542 -5.0313 0.0112
C 0.2614 -0.0919 -4.7852 0.1620
C -0.2988 1.0627 3.2300 0.0000
H -1.4547 1.2190 1.3950 0.0000
C 1.6858 0.1606 -4.2686 0.0399
H -2.0927 0.6760 -2.6417 0.0362
H -0.2146 0.7954 -5.2348 0.0205
H -0.3428 1.2342 -2.6769 0.0030
H -2.4618 1.0309 3.0632 0.0000
C 2.0671 0.5624 3.0837 0.0000
H 1.9590 2.6453 1.3092 0.0000
C -0.7869 -0.0762 -1.1346 0.0220
C -1.5691 -0.6996 2.1825 0.0004
C -0.6545 -0.5265 -3.5541 0.6143
C -0.7902 -2.7227 1.0254 0.0008
H -1.7939 -2.7132 0.7749 0.0000
H -2.5128 -1.0204 1.8011 0.0000
H 0.2981 -0.9002 -5.5113 -0.0014
C -0.4250 -1.2598 1.1833 0.0010
O -0.8363 -1.7139 -3.4664 0.9241
H 2.1121 -0.2629 3.7684 0.0000
H 0.6797 -1.2559 1.5366 0.0000
H -0.6519 -3.2916 1.9413 0.0001
H 3.1017 0.8017 2.8367 0.0000
C -0.6343 -0.5481 -0.0516 0.0077
C -1.5262 0.7213 2.4495 0.0001
H -0.1569 -3.0650 0.1474 0.0004
C 1.0581 1.1966 2.5746 0.0000
C 1.1338 2.0349 1.3338 0.0000
H 1.8116 1.1336 -3.8198 0.0008
H -1.3833 -1.2552 3.1472 0.0000
C -1.0048 0.4327 -2.4964 0.1539
H 1.9928 -0.5983 -3.6641 0.0026
H 1.2105 1.2084 0.4902 0.0000
H -0.4153 1.9843 3.7079 0.0000
H 0.2479 2.5552 1.3023 0.0000
H -0.0938 0.2919 4.0528 0.0000